i.
C57H73IN6O5STi as an isolated structure. Source: the Open Molecules 2025 dataset; level of theory: ωB97M-V/def2-TZVPD.

Values from the calculation:
charge	0
HOMO-LUMO gap	6.5	eV
LUMO level	-0.0092	Ha
HOMO level	-6.789	eV
M	1129.09	g mol⁻¹

The geometry in XYZ format:
```
144
Properties=species:S:1:pos:R:3:mulliken_charge:R:1
Ti 0.224 1.495 -0.840 -0.31
C 5.839 -3.763 -1.668 -2.09
C 5.093 -3.052 -0.537 2.02
C 6.118 -2.262 0.289 -1.66
C 4.451 -4.121 0.358 -1.17
C 4.033 -2.081 -1.061 0.15
C 3.188 -1.458 -0.137 -0.80
C 2.261 -0.527 -0.571 -0.24
N 1.327 0.220 0.155 1.33
C 1.287 0.341 1.551 -0.67
C 1.666 -0.570 2.523 -0.87
C 1.552 -0.230 3.872 0.00
C 1.063 1.028 4.197 -0.57
C 0.633 1.966 3.249 -0.10
C 0.702 1.565 1.922 0.96
O 0.209 2.248 0.862 -0.71
C 0.077 3.307 3.737 2.70
C -0.129 4.338 2.622 -2.21
C -1.277 3.057 4.417 -1.79
C 1.048 3.937 4.748 -1.98
C 1.945 -1.201 4.986 2.02
C 2.504 -2.515 4.439 -2.01
C 3.023 -0.562 5.873 -1.74
C 0.711 -1.523 5.840 -1.71
C 2.218 -0.170 -1.933 0.06
O 1.314 0.810 -2.173 0.10
C 3.010 -0.787 -2.884 0.90
C 3.913 -1.752 -2.402 -0.61
C 3.029 -0.455 -4.380 2.23
C 2.755 -1.732 -5.193 -1.82
C 1.986 0.584 -4.801 -2.02
C 4.417 0.097 -4.740 -1.82
H 6.555 -4.469 -1.244 0.46
H 5.156 -4.321 -2.311 0.28
H 6.395 -3.060 -2.290 0.37
H 6.898 -2.926 0.669 0.47
H 6.590 -1.489 -0.321 0.33
H 5.644 -1.772 1.142 0.26
H 5.215 -4.809 0.727 0.49
H 3.956 -3.684 1.226 0.03
H 3.705 -4.697 -0.191 0.15
H 3.297 -1.691 0.906 0.31
H 2.006 -1.551 2.244 0.68
H 0.984 1.291 5.243 0.40
H -0.891 4.030 1.911 0.16
H -0.435 5.284 3.076 0.55
H 0.793 4.510 2.064 0.46
H -1.971 2.584 3.717 0.22
H -1.174 2.402 5.284 0.26
H -1.710 4.003 4.752 0.56
H 2.005 4.157 4.270 0.43
H 0.631 4.874 5.123 0.49
H 1.241 3.293 5.604 0.31
H 3.398 -2.352 3.834 0.34
H 2.779 -3.168 5.269 0.52
H 1.768 -3.046 3.831 0.37
H 3.906 -0.309 5.283 0.35
H 2.665 0.352 6.348 0.32
H 3.323 -1.255 6.662 0.47
H -0.064 -1.991 5.231 0.35
H 0.975 -2.208 6.649 0.45
H 0.289 -0.621 6.284 0.31
H 4.557 -2.238 -3.120 0.36
H 1.795 -2.157 -4.897 0.18
H 2.710 -1.488 -6.257 0.57
H 3.536 -2.481 -5.057 0.32
H 0.976 0.237 -4.585 0.14
H 2.143 1.541 -4.302 0.18
H 2.075 0.741 -5.879 0.56
H 5.209 -0.613 -4.499 0.29
H 4.467 0.312 -5.810 0.48
H 4.616 1.022 -4.194 0.34
N -1.989 -0.408 1.020 -0.35
C -2.875 -0.703 -0.096 -0.75
C -2.463 -0.010 -1.386 0.34
O -3.056 -0.176 -2.426 -0.68
O -1.459 0.840 -1.264 0.62
H -1.087 -0.857 0.908 -0.02
H -2.393 -0.732 1.889 0.27
H -3.871 -0.321 0.142 0.20
H -2.980 -1.766 -0.338 0.49
C -5.822 4.438 4.624 -1.48
C -4.604 3.622 4.215 -0.56
N -4.945 2.366 3.561 0.53
C -5.530 1.317 4.394 -0.84
C -7.000 1.066 4.091 -1.13
C -4.627 2.022 2.285 -0.16
O -4.770 0.878 1.875 -0.64
C -4.051 3.062 1.365 -0.53
C -4.679 4.264 1.071 0.74
C -4.107 5.103 0.129 -1.30
C -2.928 4.700 -0.481 -0.22
N -2.323 3.546 -0.219 0.63
C -2.883 2.742 0.683 -1.03
H -5.510 5.355 5.124 0.46
H -6.456 3.880 5.314 0.33
H -6.429 4.707 3.758 0.26
H -4.008 3.387 5.102 0.44
H -3.957 4.197 3.558 0.48
H -5.398 1.623 5.433 0.45
H -4.959 0.400 4.239 0.39
H -7.593 1.969 4.243 0.27
H -7.390 0.287 4.746 0.41
H -7.119 0.739 3.060 0.29
H -5.609 4.532 1.556 0.51
H -4.566 6.045 -0.137 0.43
H -2.450 5.335 -1.221 0.44
H -2.380 1.801 0.888 0.54
N -0.177 -1.747 -3.198 0.03
S -1.304 -2.824 -2.959 0.48
C -2.059 -3.276 -4.535 0.25
C -3.418 -3.044 -4.667 -0.30
C -4.036 -3.291 -5.888 -0.58
C -3.287 -3.754 -6.958 -0.43
C -1.919 -3.966 -6.820 -0.68
C -1.299 -3.723 -5.607 -0.26
C -0.360 -4.324 -2.720 0.03
C -1.025 -5.541 -2.649 -0.56
C -0.292 -6.703 -2.481 -0.61
C 1.095 -6.644 -2.397 -0.78
C 1.742 -5.421 -2.464 -0.30
C 1.016 -4.245 -2.608 0.17
H -0.588 -0.845 -2.963 -0.25
H -3.979 -2.649 -3.828 0.37
H -5.097 -3.113 -6.001 0.39
H -3.768 -3.945 -7.909 0.37
H -1.338 -4.319 -7.662 0.40
H -0.232 -3.871 -5.488 0.28
H -2.104 -5.580 -2.745 0.44
H -0.800 -7.657 -2.426 0.38
H 1.667 -7.555 -2.277 0.41
H 2.822 -5.375 -2.404 0.47
H 1.491 -3.274 -2.639 0.04
I 2.918 3.659 -0.796 0.12
C 1.372 4.098 -2.121 0.07
C 1.518 5.131 -3.035 -0.67
C 0.492 5.349 -3.940 -0.38
C -0.627 4.526 -3.919 -1.04
C -0.686 3.512 -2.986 -0.77
N 0.295 3.320 -2.089 0.83
H 2.411 5.737 -3.034 0.50
H 0.573 6.149 -4.664 0.42
H -1.436 4.655 -4.623 0.54
H -1.523 2.829 -2.919 0.66
```

ii.
C57H73IN6O5STi as an isolated structure. Source: the Open Molecules 2025 dataset; level of theory: ωB97M-V/def2-TZVPD.

Values from the calculation:
charge	0
HOMO-LUMO gap	6.6	eV
LUMO level	0.0012	Ha
HOMO level	-6.600	eV
M	1129.09	g mol⁻¹

The geometry in XYZ format:
```
144
Properties=species:S:1:pos:R:3:mulliken_charge:R:1
Ti 0.281 0.030 -0.057 -0.93
C 7.261 0.614 -1.325 -1.92
C 6.465 0.665 -2.631 2.07
C 6.754 -0.615 -3.427 -1.60
C 6.959 1.874 -3.436 -1.80
C 4.958 0.746 -2.378 -0.69
C 4.415 0.315 -1.176 -0.89
C 3.027 0.331 -1.016 -0.33
N 2.263 0.005 0.072 1.20
C 2.785 -0.426 1.292 -0.40
C 3.860 -1.270 1.497 -0.76
C 4.206 -1.589 2.811 -0.08
C 3.471 -1.002 3.842 -1.02
C 2.370 -0.156 3.660 0.64
C 1.992 0.084 2.333 -0.71
O 0.893 0.683 1.905 0.15
C 1.691 0.436 4.894 2.07
C 0.456 1.291 4.595 -1.65
C 2.707 1.339 5.612 -1.80
C 1.258 -0.689 5.849 -1.76
C 5.332 -2.565 3.137 2.18
C 4.765 -3.757 3.918 -1.58
C 6.394 -1.854 3.986 -1.80
C 6.003 -3.106 1.875 -1.89
C 2.210 0.839 -2.026 0.18
O 0.918 0.877 -1.657 1.05
C 2.721 1.258 -3.258 -0.12
C 4.106 1.192 -3.394 -0.62
C 1.825 1.846 -4.345 2.37
C 1.162 3.121 -3.801 -1.38
C 0.738 0.849 -4.762 -0.95
C 2.614 2.217 -5.604 -2.48
H 8.329 0.647 -1.547 0.48
H 7.077 -0.304 -0.766 0.25
H 7.023 1.457 -0.674 0.40
H 7.822 -0.703 -3.641 0.46
H 6.215 -0.614 -4.375 0.32
H 6.443 -1.496 -2.864 0.29
H 8.048 1.854 -3.503 0.47
H 6.663 2.811 -2.964 0.36
H 6.574 1.875 -4.456 0.38
H 5.045 -0.011 -0.367 0.87
H 4.366 -1.717 0.656 0.93
H 3.755 -1.234 4.861 0.48
H 0.663 2.081 3.876 0.13
H 0.122 1.740 5.534 0.60
H -0.375 0.699 4.206 0.14
H 2.994 2.177 4.975 0.38
H 3.613 0.792 5.872 0.27
H 2.275 1.740 6.532 0.47
H 0.634 -1.421 5.332 0.20
H 0.678 -0.275 6.677 0.51
H 2.110 -1.218 6.275 0.37
H 4.279 -3.432 4.839 0.26
H 5.567 -4.447 4.189 0.47
H 4.034 -4.299 3.317 0.20
H 5.981 -1.508 4.934 0.28
H 6.794 -0.986 3.461 0.34
H 7.222 -2.531 4.211 0.49
H 5.296 -3.652 1.249 0.24
H 6.803 -3.794 2.154 0.48
H 6.450 -2.306 1.281 0.22
H 4.542 1.501 -4.330 0.40
H 0.608 2.909 -2.888 -0.05
H 0.470 3.539 -4.537 0.44
H 1.918 3.875 -3.578 0.32
H 0.040 0.678 -3.946 -0.43
H 1.169 -0.108 -5.063 0.30
H 0.174 1.247 -5.608 0.62
H 3.337 3.011 -5.413 0.40
H 1.923 2.579 -6.367 0.44
H 3.152 1.361 -6.017 0.44
N -0.259 -1.558 2.063 0.33
C -1.315 -2.559 2.154 -1.01
C -2.213 -2.515 0.911 0.74
O -3.302 -3.099 0.950 -0.85
O -1.725 -1.882 -0.070 -0.24
H 0.617 -1.897 2.448 0.07
H -0.455 -0.734 2.620 -0.46
H -1.934 -2.442 3.048 0.44
H -0.886 -3.564 2.214 0.24
C -1.322 -7.243 -0.341 -1.36
C -0.759 -6.118 0.510 -0.28
N 0.675 -6.243 0.750 0.51
C 1.119 -7.295 1.666 -0.76
C 1.913 -8.380 0.958 -1.18
C 1.593 -5.311 0.398 -0.01
O 2.722 -5.278 0.865 -0.67
C 1.166 -4.270 -0.596 -0.06
C 0.757 -4.560 -1.891 0.49
C 0.441 -3.515 -2.742 -1.41
C 0.455 -2.224 -2.237 -0.22
N 0.795 -1.953 -0.978 1.52
C 1.206 -2.948 -0.195 -0.93
H -2.390 -7.097 -0.496 0.42
H -1.185 -8.213 0.139 0.37
H -0.835 -7.284 -1.316 0.24
H -1.259 -6.106 1.485 0.47
H -0.964 -5.148 0.060 0.07
H 0.225 -7.711 2.133 0.46
H 1.723 -6.835 2.450 0.39
H 1.322 -8.846 0.170 0.29
H 2.211 -9.157 1.663 0.41
H 2.815 -7.961 0.516 0.30
H 0.703 -5.586 -2.231 0.61
H 0.150 -3.685 -3.769 0.59
H 0.173 -1.382 -2.853 0.14
H 1.560 -2.683 0.789 0.04
N -1.345 0.263 -1.537 1.05
S -2.894 -0.116 -1.506 0.97
C -3.167 -1.419 -2.692 0.61
C -2.845 -1.213 -4.029 -0.25
C -2.967 -2.264 -4.921 -0.72
C -3.420 -3.499 -4.473 -0.55
C -3.745 -3.686 -3.139 -0.57
C -3.613 -2.645 -2.226 -0.44
C -3.694 1.244 -2.345 0.20
C -3.011 2.435 -2.518 -0.38
C -3.676 3.519 -3.081 -0.85
C -5.003 3.406 -3.456 -0.51
C -5.680 2.205 -3.271 -0.78
C -5.030 1.119 -2.711 -0.48
H -0.990 0.311 -2.483 -1.12
H -2.508 -0.241 -4.370 0.28
H -2.718 -2.120 -5.964 0.44
H -3.523 -4.318 -5.173 0.41
H -4.097 -4.650 -2.796 0.48
H -3.811 -2.795 -1.170 0.38
H -1.972 2.501 -2.220 0.24
H -3.147 4.452 -3.225 0.45
H -5.515 4.251 -3.896 0.41
H -6.717 2.114 -3.565 0.41
H -5.552 0.181 -2.570 0.49
I 1.200 3.562 0.426 0.14
C -0.618 2.816 1.090 -0.11
C -1.435 3.697 1.793 -0.71
C -2.644 3.247 2.292 -0.60
C -3.018 1.928 2.081 -1.46
C -2.155 1.118 1.368 -0.35
N -0.990 1.558 0.874 1.90
H -1.103 4.713 1.942 0.53
H -3.286 3.921 2.843 0.47
H -3.947 1.521 2.450 0.62
H -2.398 0.084 1.158 0.28
```

Stability verdict: i, ahead by 71.9 kJ/mol

i.
A 3-piece molecular cluster, C5H11NO2 overall. Source: the Open Molecules 2025 dataset; level of theory: ωB97M-V/def2-TZVPD.

Values from the calculation:
charge	-1
spin multiplicity	2
HOMO-LUMO gap (spin up / spin down)	7.5 / 5.8	eV
LUMO level (spin up / spin down)	0.1445 / 0.0818	Ha
HOMO level (spin up / spin down)	-3.590 / -3.589	eV
M	117.15	g mol⁻¹

The geometry in XYZ format:
```
19
Properties=species:S:1:pos:R:3:lowdin_spin:R:1
N -1.557 1.699 -0.702 0.39
C -0.218 0.631 2.395 0.00
C 0.525 -0.489 2.136 0.01
C 0.882 1.891 -0.530 0.48
C -0.321 1.285 -0.911 0.06
C -0.191 -0.096 -1.533 -0.01
O 1.015 -0.788 -1.352 0.00
H -2.229 0.938 -0.678 0.01
H -0.837 0.645 3.278 0.00
H -0.096 1.267 1.507 0.01
H 0.317 -1.053 1.178 0.00
H 1.326 -1.007 2.658 0.00
H 1.735 1.384 -0.915 0.03
H 0.880 2.844 -0.004 0.02
H -0.352 -0.138 -2.620 0.00
H -1.139 -0.604 -1.235 0.00
H -0.195 -3.783 -1.015 0.00
H 0.730 -1.709 -1.043 0.00
O -0.276 -2.917 -0.613 0.00
```

ii.
An isolated ion of composition C5H11NO2 and charge -1. Source: the Open Molecules 2025 dataset; level of theory: ωB97M-V/def2-TZVPD.

Values from the calculation:
charge	-1
spin multiplicity	2
HOMO-LUMO gap (spin up / spin down)	7.5 / 7.1	eV
LUMO level (spin up / spin down)	0.1486 / 0.1386	Ha
HOMO level (spin up / spin down)	-3.417 / -3.340	eV
M	117.15	g mol⁻¹

The geometry in XYZ format:
```
19
Properties=species:S:1:pos:R:3:lowdin_spin:R:1
C 2.293 -1.019 -0.055 0.00
N 0.948 -0.980 -0.559 0.01
C -2.530 0.647 -0.327 0.00
C -1.173 0.073 -0.715 0.01
C -0.049 -0.308 0.288 0.16
C 0.642 1.054 1.003 0.11
O 1.475 0.732 1.922 0.18
O -0.352 1.906 1.229 0.40
H 2.850 -1.803 -0.586 0.00
H 2.400 -1.234 1.017 0.00
H 2.841 -0.087 -0.212 0.00
H 0.592 -1.883 -0.811 0.00
H -3.146 0.114 0.404 0.00
H -3.170 0.803 -1.197 0.00
H -2.238 1.572 0.185 0.00
H -1.377 -0.863 -1.280 0.01
H -0.668 0.723 -1.432 0.00
H -0.478 -0.908 1.095 0.00
H 1.142 1.460 0.032 0.11
```

Stability verdict: ii, ahead by 281.9 kJ/mol

i.
One molecule with the formula C3H8N2OS. Source: the Open Molecules 2025 dataset; level of theory: ωB97M-V/def2-TZVPD.

Values from the calculation:
SMILES	CN/C(=N/O)SC
charge	0
HOMO-LUMO gap	8.7	eV
LUMO level	0.0219	Ha
HOMO level	-8.129	eV
M	120.18	g mol⁻¹

The geometry in XYZ format:
```
15
Properties=species:S:1:pos:R:3:mulliken_charge:R:1
C -2.329 -0.391 -0.029 -0.82
N -1.013 -0.460 -0.671 -0.19
C -0.048 0.537 -0.461 0.45
N -0.447 1.672 -0.037 -0.32
O 0.466 2.647 0.029 -0.36
S 1.680 0.207 -0.830 -0.27
C 2.121 -0.885 0.569 -0.71
H -2.994 0.123 -0.675 0.26
H -2.229 0.217 0.848 0.32
H -2.710 -1.431 0.214 0.29
H -0.605 -1.285 -1.061 0.23
H 1.339 2.356 -0.314 0.30
H 1.503 -1.788 0.590 0.28
H 3.165 -1.249 0.367 0.29
H 2.103 -0.272 1.461 0.26
```

ii.
One molecule with the formula C3H8N2OS. Source: the Open Molecules 2025 dataset; level of theory: ωB97M-V/def2-TZVPD.

Values from the calculation:
charge	0
HOMO-LUMO gap	9.1	eV
LUMO level	0.0321	Ha
HOMO level	-8.215	eV
M	120.18	g mol⁻¹

The geometry in XYZ format:
```
15
Properties=species:S:1:pos:R:3:mulliken_charge:R:1
C 0.225 1.069 -1.472 -0.50
C 0.577 -0.114 -0.603 -0.58
C 0.163 -0.963 2.684 -0.60
N -1.508 -0.362 -2.247 -0.73
N -0.963 0.690 -2.290 0.39
O -0.538 -0.104 1.814 -0.36
S -0.930 -0.672 0.291 0.03
H -0.065 1.929 -0.860 0.30
H 1.038 1.347 -2.149 0.31
H 0.935 -0.940 -1.213 0.35
H 1.309 0.143 0.157 0.36
H 0.739 -1.714 2.138 0.30
H -0.533 -1.470 3.358 0.25
H 0.847 -0.341 3.266 0.23
H -1.297 1.500 -2.875 0.25
```

iii.
One molecule with the formula C3H8N2OS. Source: the Open Molecules 2025 dataset; level of theory: ωB97M-V/def2-TZVPD.

Values from the calculation:
SMILES	NC(=O)[C@@H](N)CS
charge	0
HOMO-LUMO gap	9.8	eV
LUMO level	0.0248	Ha
HOMO level	-9.171	eV
M	120.18	g mol⁻¹

The geometry in XYZ format:
```
15
Properties=species:S:1:pos:R:3:mulliken_charge:R:1
N 1.541 -0.487 1.462 -0.38
C 0.795 0.504 0.859 0.37
O 1.066 1.662 1.064 -0.59
C -0.486 -0.008 0.179 -0.08
N -1.326 1.213 0.333 -0.71
C -0.162 -0.185 -1.340 -0.72
S -1.347 -1.414 -2.080 -0.23
H 1.199 -1.394 1.705 0.18
H 2.466 -0.271 1.717 0.21
H -0.814 -0.891 0.684 0.55
H -2.118 0.845 0.849 0.26
H -0.803 1.770 1.038 0.30
H 0.863 -0.633 -1.479 0.37
H -0.290 0.855 -1.848 0.34
H -0.584 -1.565 -3.143 0.12
```

iv.
One molecule with the formula C3H8N2OS. Source: the Open Molecules 2025 dataset; level of theory: ωB97M-V/def2-TZVPD.

Values from the calculation:
SMILES	C/N=C(/NO)SC
charge	0
HOMO-LUMO gap	9.8	eV
LUMO level	0.0210	Ha
HOMO level	-9.241	eV
M	120.18	g mol⁻¹

The geometry in XYZ format:
```
15
Properties=species:S:1:pos:R:3:mulliken_charge:R:1
C 0.545 -1.006 -2.025 -0.78
N -0.515 -0.938 -1.052 -0.64
C -0.443 -0.213 -0.101 0.71
N -1.069 -0.238 1.065 -0.28
O -1.986 -1.266 1.267 -0.41
S 1.085 0.681 -0.178 -0.13
C 1.008 2.159 1.067 -0.81
H 0.666 0.064 -2.264 0.38
H 1.540 -1.623 -1.681 0.22
H 0.261 -1.665 -2.908 0.22
H -0.312 -0.546 1.897 0.32
H -1.888 -1.730 0.398 0.36
H 1.388 1.887 2.084 0.28
H -0.171 2.360 1.144 0.26
H 1.468 3.069 0.322 0.29
```

Stability verdict: iii, ahead by 171.2 kJ/mol